[1]
Computed, not measured: 3 unconnected molecules or ions with the total composition C26H47F7O3P, with the ωB97M-V functional and the def2-TZVPD basis.

Output
Charge: +1
Kohn-Sham gap in eV: 8.150
E_LUMO in eV: -2.61
Max |F| in Eh/bohr: 0.050

```
84
Properties=species:S:1:pos:R:3:lowdin_charge:R:1
C -2.624 -2.689 3.474 -0.098
C -2.981 -3.629 2.329 -0.248
C -2.091 -3.366 1.113 -0.235
C -0.774 -4.124 1.181 -0.223
C 0.145 -3.764 0.024 -0.217
C 1.390 -4.679 -0.076 -0.170
C 2.669 -3.832 0.053 -0.206
C 2.964 -3.193 -1.290 -0.228
C 4.179 -2.255 -1.325 -0.226
P 3.886 -0.526 -0.869 1.184
C 2.186 0.039 -1.146 -0.214
C 1.632 -0.267 -2.552 -0.127
C 1.760 0.864 -3.506 -0.227
F 2.671 0.695 -4.500 0.076
C 1.118 2.034 -3.447 -0.269
F 1.601 3.132 -4.038 0.153
F -0.045 2.236 -2.819 0.146
C 5.013 0.472 -1.965 -0.257
O 5.374 1.698 -1.435 -0.143
C 4.505 2.787 -1.766 -0.236
C 4.060 3.576 -0.555 -0.049
C 4.448 -0.303 0.910 -0.494
F 5.624 -0.966 0.973 0.101
F 4.684 0.978 1.204 0.119
C 3.465 -0.899 1.991 -0.321
F 3.371 -0.044 3.024 0.119
F 3.998 -2.049 2.449 0.103
H -1.543 -2.578 3.551 0.065
H -3.084 -1.719 3.322 0.048
H -2.969 -3.052 4.437 0.074
H -4.008 -3.432 2.043 0.106
H -2.864 -4.667 2.624 0.105
H -2.616 -3.679 0.211 0.111
H -1.922 -2.293 1.016 0.111
H -0.309 -3.884 2.135 0.114
H -0.986 -5.188 1.120 0.121
H 0.435 -2.716 0.156 0.091
H -0.423 -3.802 -0.903 0.113
H 1.369 -5.135 -1.059 0.110
H 1.359 -5.407 0.724 0.113
H 3.501 -4.433 0.411 0.124
H 2.461 -3.103 0.833 0.081
H 2.047 -2.736 -1.651 0.089
H 3.186 -4.002 -1.981 0.128
H 5.013 -2.655 -0.759 0.112
H 4.529 -2.211 -2.357 0.107
H 2.191 1.111 -0.965 0.101
H 1.541 -0.382 -0.378 0.092
H 2.109 -1.130 -3.005 0.113
H 0.590 -0.552 -2.438 0.138
H 5.907 -0.140 -2.073 0.122
H 4.558 0.571 -2.952 0.111
H 3.621 2.435 -2.297 0.084
H 5.021 3.453 -2.450 0.133
H 4.854 4.205 -0.177 0.088
H 3.632 2.950 0.220 0.061
H 3.257 4.229 -0.890 0.087
H 2.470 -1.082 1.583 0.139
C -3.280 2.534 2.928 -0.151
C -4.589 2.946 2.261 -0.170
C -5.083 1.620 1.699 -0.205
O -4.604 0.601 2.586 -0.133
C -3.637 1.159 3.475 -0.210
H -2.941 3.222 3.701 0.113
H -2.491 2.448 2.177 0.104
H -5.287 3.321 3.013 0.130
H -4.471 3.711 1.495 0.048
H -4.671 1.434 0.703 0.095
H -6.171 1.563 1.641 0.126
H -4.089 1.235 4.470 0.121
H -2.775 0.493 3.536 0.100
C -3.745 3.075 -2.509 -0.158
C -4.635 4.051 -1.745 -0.138
C -4.667 3.423 -0.359 -0.224
O -3.409 2.757 -0.189 -0.162
C -2.731 2.687 -1.442 -0.202
H -3.282 3.503 -3.397 0.113
H -4.324 2.201 -2.814 0.118
H -4.160 5.034 -1.703 0.119
H -5.626 4.172 -2.177 0.118
H -5.465 2.679 -0.277 0.122
H -4.796 4.157 0.437 0.100
H -1.892 3.392 -1.417 0.111
H -2.333 1.679 -1.580 0.110
```


[2]
Computed, not measured: a molecular structure, C26H47GaN6P, with the ωB97M-V functional and the def2-TZVPD basis.

Output
Charge: -1
Kohn-Sham gap in eV: 5.890
E_LUMO in eV: 1.96
Max |F| in Eh/bohr: 0.036

```
81
Properties=species:S:1:pos:R:3:lowdin_charge:R:1
C 1.846 1.263 -0.227 -0.128
C 0.769 0.219 -0.582 -0.257
C -0.420 0.958 -1.280 -0.360
N -1.712 0.342 -0.889 -0.165
Ga -3.187 1.591 -0.884 0.252
C -4.714 0.737 -1.977 -0.248
C -6.133 1.039 -1.515 -0.311
C -7.167 0.264 -2.046 -0.076
C -8.496 0.457 -1.714 -0.109
C -8.809 1.455 -0.800 -0.127
C -7.798 2.229 -0.266 -0.118
C -6.465 2.030 -0.599 -0.085
P -2.635 3.634 -2.009 0.525
N -1.371 4.437 -1.407 -0.436
H 2.280 1.695 -1.131 0.013
H 2.627 0.799 0.389 0.042
H 1.358 2.060 0.340 0.068
H 1.143 -0.608 -1.187 0.086
H 0.352 -0.155 0.358 0.084
H -0.356 2.009 -0.994 0.050
H -0.270 0.801 -2.357 0.101
H -1.935 -0.316 -1.630 0.009
H -3.685 1.945 0.604 -0.068
H -4.567 -0.347 -1.937 0.042
H -4.638 1.069 -3.019 0.047
H -6.913 -0.522 -2.751 0.104
H -9.252 -0.188 -2.147 0.090
H -9.844 1.613 -0.518 0.092
H -8.101 3.002 0.434 0.097
H -5.681 2.629 -0.157 0.054
H -2.419 3.269 -3.381 -0.082
H -3.776 4.488 -1.985 -0.075
H -1.624 5.373 -1.114 -0.089
C -6.616 -0.460 2.154 -0.096
C -6.330 0.015 3.572 -0.257
C -7.595 0.150 4.427 -0.201
C -8.500 1.190 3.939 -0.238
N -9.209 2.008 3.557 0.140
H -7.225 0.261 1.608 0.056
H -5.683 -0.584 1.604 0.078
H -7.138 -1.420 2.158 0.076
H -5.802 0.970 3.535 0.114
H -5.663 -0.698 4.060 0.105
H -7.316 0.392 5.455 0.112
H -8.128 -0.803 4.459 0.115
C 6.490 -2.591 1.650 -0.118
C 5.447 -1.506 1.888 -0.260
C 4.016 -2.048 1.886 -0.193
C 3.630 -2.575 0.579 -0.239
N 3.330 -2.987 -0.449 0.152
H 6.374 -3.042 0.662 0.068
H 7.494 -2.171 1.708 0.073
H 6.412 -3.381 2.401 0.064
H 5.552 -0.727 1.131 0.113
H 5.637 -1.035 2.855 0.108
H 3.322 -1.249 2.157 0.114
H 3.908 -2.831 2.639 0.118
C 1.488 5.340 -2.845 -0.122
C 2.975 5.486 -2.537 -0.266
C 3.864 4.610 -3.428 -0.199
C 3.635 3.186 -3.198 -0.221
N 3.448 2.067 -3.025 0.159
H 1.129 4.330 -2.651 0.054
H 0.900 6.013 -2.223 0.059
H 1.281 5.582 -3.891 0.073
H 3.153 5.246 -1.487 0.110
H 3.271 6.529 -2.680 0.100
H 4.915 4.831 -3.230 0.110
H 3.685 4.841 -4.480 0.116
C 9.712 -6.957 0.529 -0.111
C 8.323 -7.519 0.807 -0.263
C 7.391 -6.506 1.477 -0.194
C 7.844 -6.133 2.816 -0.245
N 8.207 -5.848 3.868 0.144
H 10.227 -6.691 1.454 0.072
H 10.324 -7.694 0.009 0.070
H 9.655 -6.065 -0.099 0.076
H 8.410 -8.412 1.429 0.110
H 7.870 -7.831 -0.136 0.108
H 6.389 -6.931 1.553 0.120
H 7.305 -5.609 0.859 0.110
```


[3]
Computed, not measured: a molecular structure, C26H47O2Si2Tb, with the ωB97M-V functional and the def2-TZVPD basis.

Output
Charge: 0
Multiplicity: 7
Kohn-Sham gap (alpha / beta) in eV: 5.357 / 5.457
E_LUMO (alpha / beta) in eV: -0.08 / -0.08
⟨S²⟩: 12.730
Max |F| in Eh/bohr: 0.091
Energy above the lowest of the compared OMol25 structures with the same formula, charge and spin in kJ/mol: 179.6

```
78
Properties=species:S:1:pos:R:3:mulliken_spin:R:1
O -0.077 -1.114 -2.709 0.027
C 0.185 0.130 -3.538 -0.005
C 0.297 -0.620 -4.845 0.001
H 1.104 0.615 -3.184 0.003
H -0.687 0.791 -3.480 0.003
C -0.107 -1.864 -4.048 0.000
H 1.317 -0.640 -5.235 0.000
H -0.412 -0.304 -5.615 0.000
C 0.941 -2.947 -4.095 0.000
H 1.906 -2.554 -3.752 0.000
H 1.068 -3.313 -5.121 0.000
H 0.645 -3.793 -3.482 0.000
C -1.540 -2.294 -4.290 0.003
H -2.209 -1.422 -4.269 0.000
H -1.863 -3.002 -3.516 0.000
H -1.657 -2.782 -5.266 0.000
Tb -0.232 -1.275 -0.604 6.010
C -2.296 -1.702 0.866 -0.025
C -2.349 -0.299 0.618 -0.028
C -2.592 -0.118 -0.777 0.012
H -2.263 0.492 1.363 0.005
C -2.750 -1.401 -1.377 -0.006
C -2.505 -2.380 -0.371 0.041
H -2.572 -3.459 -0.515 0.003
H -2.168 -2.158 1.850 0.000
H -2.759 0.838 -1.268 -0.008
H -3.129 -1.587 -2.376 -0.001
C 1.057 -2.793 1.179 -0.025
C 0.159 -3.587 0.420 0.020
C 0.631 -3.613 -0.922 0.007
H -0.718 -4.109 0.813 0.003
C 1.834 -2.835 -0.982 -0.001
C 2.064 -2.290 0.305 -0.026
H 2.891 -1.646 0.596 0.004
H 1.066 -2.675 2.257 0.005
H 0.203 -4.206 -1.718 0.001
H 2.534 -2.780 -1.820 -0.002
O 0.069 3.871 -0.933 -0.001
C -0.308 2.739 -1.735 -0.004
C -1.537 3.084 -2.603 0.001
H -0.515 1.904 -1.021 0.004
H 0.571 2.437 -2.349 0.003
C -1.891 4.557 -2.255 0.000
H -2.369 2.413 -2.365 -0.001
H -1.285 2.954 -3.663 0.000
C -0.868 4.963 -1.168 0.000
H -2.919 4.625 -1.876 0.000
H -1.783 5.209 -3.129 0.000
H -1.387 5.198 -0.218 0.000
H -0.300 5.876 -1.436 0.000
C 0.619 0.942 5.495 -0.003
Si -0.283 0.073 4.058 0.001
C -0.026 -1.778 4.373 0.000
C -2.129 0.428 4.291 0.000
C 0.379 0.629 2.404 -0.020
Si 2.145 1.185 2.206 0.012
C 3.364 -0.024 2.991 -0.001
C 2.516 1.443 0.367 0.024
C 2.377 2.886 3.006 -0.003
H 0.163 0.655 6.456 0.000
H 0.542 2.034 5.411 0.000
H 1.686 0.683 5.555 0.000
H -0.594 -2.102 5.259 0.000
H -0.366 -2.399 3.533 0.000
H 1.032 -2.012 4.564 0.000
H -2.372 1.463 4.012 0.000
H -2.773 -0.240 3.702 0.000
H -2.418 0.302 5.347 0.000
H -0.312 1.189 1.743 -0.013
H 3.220 -1.064 2.671 0.001
H 4.391 0.261 2.716 0.000
H 3.319 -0.019 4.089 0.000
H 2.975 2.434 0.222 -0.001
H 3.202 0.699 -0.063 0.003
H 1.588 1.452 -0.227 -0.022
H 1.796 3.629 2.439 0.000
H 2.030 2.922 4.046 0.000
H 3.430 3.200 2.991 0.000
```